Density functional theory data (ωB97M-V with the def2-TZVPD basis set) for a 13-piece molecular cluster, C68H150F15N8O19S5 overall at a distorted geometry.

As for the charge: +3. As for the HOMO energy: -11.011 eV. The calculation puts the LUMO energy at -4.550 eV. As for the total energy: -218676.5912 eV.

Structure (XYZ):
```
265
Properties=species:S:1:pos:R:3:forces:R:3:mulliken_charge:R:1
N 2.5146 9.0344 -0.2572 0.36 -0.62 0.04 0.301
C 7.5622 4.7908 -7.5846 -1.13 -0.39 0.08 -0.622
H -6.0692 -7.6663 -3.4460 -0.53 -0.50 0.53 0.286
H 11.7800 4.8745 -2.9499 0.06 0.01 0.32 0.362
C 6.1083 1.3703 -3.2666 -0.01 0.52 -0.75 -0.538
H -2.4040 -6.3301 -6.4239 -0.10 0.18 -0.37 0.508
F -8.6147 1.7312 -2.0038 -0.30 -0.97 0.36 -0.238
O 4.2561 -6.7297 4.4784 -0.39 -0.44 -2.00 -0.246
H -10.2091 5.3791 0.7395 -0.29 -0.29 0.62 0.349
H 7.4654 -4.4358 -3.8888 -0.69 0.08 -0.33 0.477
F 0.7999 -11.5257 -1.9128 1.61 1.73 0.24 -0.212
H -7.3698 8.3874 7.6874 0.25 -0.12 0.28 0.371
C -9.8932 5.5849 3.7248 0.66 0.64 0.35 -0.485
H -8.6388 3.1670 4.9278 0.13 0.09 0.15 0.435
H -3.1143 0.1909 8.8662 -0.54 -0.11 -0.18 0.436
C -7.6017 7.3243 7.6222 -0.17 0.25 0.27 -1.440
H 6.7823 0.5255 -3.4090 0.23 -0.12 0.15 0.357
S 0.8391 -8.7345 -1.6788 -2.29 0.22 3.12 1.019
H 4.0563 -4.8869 3.8772 0.65 0.47 0.07 0.232
C 9.3401 3.5596 -6.6711 -0.54 -0.81 1.08 -0.806
H -8.0241 5.3275 2.5265 -0.46 -0.24 -0.14 0.597
C 0.2595 4.2298 -6.3653 -0.17 -1.90 -1.00 0.560
H 2.4573 -10.1174 4.0064 -0.29 -0.82 0.74 0.373
O 0.7439 -8.7542 -0.1774 0.46 -0.47 -2.47 -0.671
C -5.3575 3.7564 4.8172 1.72 1.26 0.36 -0.807
H 0.1809 -3.0087 -0.7006 -0.29 0.12 0.11 0.373
C -3.7294 -6.6243 6.0288 2.90 0.90 2.20 0.583
H -8.2333 7.3816 5.5433 -0.39 0.21 0.34 0.269
H -0.0797 5.5539 -1.0633 -0.13 -0.38 -0.14 0.282
O -0.4118 -1.2848 -2.1873 0.97 -1.57 -0.53 -0.440
H 1.6985 8.3955 -3.0524 -0.33 -0.13 0.98 0.211
C -4.4330 -3.6825 -6.1258 -0.95 -1.04 0.34 -0.619
H -1.9607 -3.6555 0.9362 -0.28 -0.06 -0.15 0.418
C -0.9809 7.1433 0.0185 1.27 -0.11 -0.61 -0.663
H -6.5724 7.3142 5.6813 0.47 -0.16 0.47 0.368
S 0.8887 2.6243 -7.1029 -0.95 -2.27 -0.24 1.087
C 9.2143 4.3787 -4.2592 -0.29 -0.31 0.16 -0.979
H 5.7277 -7.5169 -2.7553 0.38 -0.11 0.54 0.474
O -5.0464 -1.4190 10.0435 0.05 1.03 0.29 -0.546
H 5.2883 1.1512 -3.9505 -0.08 0.45 -0.22 0.434
H -3.7674 -2.8387 9.4112 0.53 -0.11 -0.23 0.308
H -2.3440 -0.8750 -1.6243 -0.08 -0.12 0.21 0.344
O 1.7981 2.7785 3.2539 0.97 0.05 0.43 -0.654
H 8.1810 -5.3240 -2.6924 -0.18 -0.18 0.74 0.412
H -4.4693 3.4821 4.2479 -0.15 -0.49 0.01 0.449
H 8.3402 1.7502 -4.9458 -0.23 -0.22 -0.41 0.375
C 10.3391 3.4196 -3.6690 -1.01 0.70 -0.52 -0.189
H 6.3670 3.5784 -3.5494 -0.22 -0.09 0.14 0.377
C -10.2646 6.3506 1.2308 -0.07 1.14 0.19 -1.231
H -0.6193 6.6277 0.9081 -0.69 0.20 0.52 0.333
C 11.2450 3.9977 -2.5850 0.32 -0.11 -0.13 -1.464
H 5.7054 -5.2282 4.6776 -0.08 0.17 -0.15 0.283
C 2.3914 9.8911 1.0617 -0.07 -0.30 -2.54 -0.489
F -9.6253 -0.1883 -2.1430 -0.81 -1.97 -2.76 -0.199
H -10.4920 7.5280 3.0750 0.56 0.20 -0.30 0.344
C 7.4234 4.8907 -6.0256 1.14 0.32 -1.10 -0.573
H 5.2440 0.3992 -1.5699 0.28 -0.10 0.17 0.361
C 6.9418 2.6544 -3.6122 -0.78 -1.20 -0.54 -0.336
C 4.6229 -5.3562 4.6814 -1.13 -1.20 0.57 -0.771
N 2.7094 -9.1992 4.3431 0.77 0.69 -1.60 -0.205
H -3.9726 -5.3956 -3.8134 0.02 0.69 -0.37 0.691
O -7.9114 -1.2396 0.4098 -0.42 1.77 -0.80 -0.674
C -0.9362 -0.4660 -0.0101 -1.22 -0.08 1.17 -0.538
C 6.0008 -6.3984 -5.1323 0.20 -1.22 1.97 -0.877
H -4.9678 4.1165 5.7693 0.09 -0.30 0.17 0.320
H 2.4868 8.4426 2.7068 -0.54 0.21 -0.33 0.344
C -8.9728 0.5657 -1.3649 2.36 1.43 1.49 0.589
C -5.5677 -8.2099 -8.1691 0.02 0.72 -0.47 -1.485
H -2.1643 -2.8771 -0.6608 -0.48 -0.02 0.22 0.456
C 1.5274 7.9002 -0.3128 -0.36 -0.49 0.89 -1.062
H -0.2367 8.5776 -1.2868 0.12 0.56 -0.14 0.273
O -2.3779 -6.5344 8.3981 0.20 -0.04 -1.69 -0.693
H 1.5459 10.5093 -1.5027 -0.41 -0.49 0.04 0.483
H -5.8368 4.8790 3.0497 -0.19 0.25 -0.02 0.525
H -4.1684 -6.8459 -4.6441 -0.54 -0.22 -0.17 0.432
H -1.8617 5.3672 -1.0173 0.14 -0.04 0.50 0.387
N -1.9242 -0.8178 10.2114 0.76 -1.19 0.80 -0.243
H 5.0347 -6.4976 -4.6375 0.05 0.76 0.05 0.409
C -0.7997 -1.5881 2.2517 -0.81 0.77 -1.55 -1.074
H -0.0605 0.2147 10.7981 -0.41 -0.03 0.05 0.355
H -4.5829 -2.0090 8.1318 0.36 0.37 -0.32 0.451
H -1.2597 0.4699 -1.8855 -0.46 0.40 0.52 0.470
H -0.9296 -2.5259 2.7919 0.52 0.10 -0.10 0.471
H 3.2209 10.6230 -1.3853 0.42 -0.21 -0.48 0.628
C 6.0861 -4.9181 -2.2435 -0.39 -0.88 0.79 -0.773
C -2.4446 -4.2354 -7.3274 1.56 -2.38 -1.60 -0.648
H -7.9297 3.1693 3.3463 0.54 -0.11 -0.05 0.553
H -4.7216 -6.3021 -1.7376 0.12 -0.47 -0.32 0.298
H 3.3863 8.3825 -2.9039 0.38 0.43 0.17 0.356
H -0.3520 -0.0276 9.0479 0.24 0.12 0.11 0.450
F 2.8412 -10.6507 -1.5519 -0.81 -0.13 -0.34 -0.200
H 7.9390 2.6709 -8.0761 -0.18 0.08 0.14 0.328
H -2.6116 -4.6735 -8.3114 0.09 -0.06 -0.16 0.286
H 7.6869 2.6342 -2.8169 0.34 0.48 -0.30 0.189
H 9.0159 3.8209 -8.8279 0.15 -0.08 0.16 0.416
H 5.9193 -5.7412 -1.5487 0.67 -0.06 0.29 0.412
S -7.4445 -0.2618 -0.5910 2.95 -1.05 0.93 1.106
C -10.6216 6.4983 2.7419 -0.22 -0.14 -0.71 -0.723
H -5.4950 5.9115 4.4915 -0.21 -0.05 -0.22 0.393
H -6.2206 1.7495 4.5879 -0.02 0.24 -0.48 0.418
H -3.1355 -2.3212 0.8260 0.18 0.29 -0.33 0.360
H -7.0048 6.7341 8.3175 0.56 0.17 -0.26 0.358
O -6.7556 -0.9493 -1.6813 -0.79 0.42 -0.49 -0.670
C -7.4661 6.9162 6.1620 -0.48 -0.20 -0.89 -0.237
C 8.3911 -6.8953 -4.8704 -0.02 0.16 3.24 -0.856
H -0.6826 -2.5099 9.5729 0.01 0.25 0.05 0.389
C 4.1148 -9.1184 4.8763 0.74 -1.06 0.49 0.011
C -2.7242 -5.2986 -6.2765 0.07 0.23 0.69 -0.765
H 6.1339 -9.5994 4.2637 -0.08 0.52 0.09 0.353
H -2.1282 -1.0787 8.1805 -0.58 -0.51 -0.29 0.420
C -4.9907 -7.4740 -6.9763 -0.99 -0.34 0.95 0.186
H 8.5048 4.7533 -3.5215 -0.06 -0.53 0.27 0.494
H 1.3522 10.1286 1.2890 0.19 0.05 -0.30 0.398
H 4.9636 -10.5898 3.5358 -0.33 0.30 -0.77 0.404
N -4.2204 -5.2131 -6.0322 -1.26 -0.21 0.91 0.243
C -2.2109 -2.7297 0.4181 1.79 0.71 0.48 -1.053
S -2.0548 -6.3139 6.9744 -0.24 0.22 1.24 1.080
C 2.5374 9.0650 -2.8622 -1.01 0.39 -1.21 -0.421
H 5.0101 -8.7245 3.1342 0.81 -0.69 -1.08 0.402
H 4.7496 2.0304 -1.6634 0.30 0.40 -0.12 0.308
H -3.3320 -1.2871 11.7149 -0.07 0.15 -0.17 0.409
C -7.6036 5.4253 5.9465 -0.39 -1.34 -0.61 -1.034
H -4.2188 -3.2859 -5.1333 -0.21 -0.17 0.03 0.401
H 7.5327 -7.8487 -2.3234 -0.38 0.32 0.23 0.338
H 6.7053 -8.6516 -3.6469 0.10 0.18 -0.26 0.358
O 2.1463 3.0083 -7.6920 0.28 0.62 -0.41 -0.664
H -0.2551 9.0844 0.3889 0.70 0.17 0.10 0.246
O 4.8160 -4.6845 -2.7999 0.38 0.30 -0.56 -0.502
F -1.0380 4.0435 -5.9968 1.02 0.94 -0.02 -0.219
H 8.7523 -6.1148 -5.5401 -0.61 -0.07 0.00 0.330
N -7.4467 4.9125 4.4778 0.11 -0.16 0.51 0.163
H 11.9506 3.1998 -2.3537 0.41 0.15 -0.28 0.397
H 1.4700 10.3898 -4.3762 0.03 -0.11 0.29 0.357
H 4.0908 -9.9896 5.5309 0.27 0.91 1.36 0.352
H -1.9281 7.6749 0.1090 -0.04 -0.35 0.46 0.350
H 1.1905 -2.1350 0.3940 -0.23 0.15 0.41 0.342
H -7.8666 6.6699 3.5490 -0.98 0.53 0.00 0.544
H -4.6139 -5.7601 -8.0872 -0.16 0.71 0.01 0.505
O 2.7306 4.4178 4.9001 -0.17 -2.54 -0.53 -0.663
C -5.0782 -5.9641 -7.1224 1.72 -0.55 0.13 -1.001
C 3.9461 8.4493 -0.0869 0.45 -0.10 0.68 -0.640
C 0.2676 -2.7129 0.3449 -0.46 0.54 -0.82 -0.873
H -1.5886 -0.8984 2.5516 -0.09 -0.11 -0.02 0.334
H -8.5844 5.0615 6.2526 -0.20 0.28 -0.06 0.499
F -3.3874 -6.4979 4.7469 -1.05 -0.68 -0.43 -0.207
C -0.8058 0.2367 10.0031 -1.27 -0.97 -1.06 -0.855
H 2.9412 10.7377 0.6503 -0.07 0.55 1.04 0.462
H 9.0633 -6.9849 -4.0171 0.96 -0.14 -0.55 0.435
F 4.6062 2.1697 3.7544 0.06 -0.09 0.42 -0.216
H -6.7236 -5.9808 -5.0697 0.09 -0.25 -0.16 0.263
C 3.0943 9.1068 2.0922 1.48 -0.72 1.65 -0.761
H -3.2944 0.4009 11.2139 0.26 0.15 0.52 0.381
H -10.3028 4.5748 3.7227 0.52 -0.25 -0.55 0.403
H 10.8137 4.1593 -1.5970 -0.58 0.45 -0.32 0.355
F -9.8201 0.8551 -0.4093 -0.69 1.16 1.65 -0.229
H 4.0961 7.5484 -0.6819 -0.44 0.14 -0.08 0.354
H 8.0920 5.6592 -7.9763 -0.51 0.27 0.18 0.331
C -5.8115 -6.2895 -1.7406 -0.34 -0.55 -0.37 -1.213
H 9.5701 5.3216 -4.6745 0.77 -0.24 -0.05 0.684
H 10.9634 3.1257 -4.5128 0.08 -0.08 0.05 0.309
C -2.8498 -0.8616 8.9681 -0.25 -0.18 1.33 -0.549
H 0.1386 -1.0379 2.3227 0.11 -0.51 0.55 0.499
O -6.5750 0.8327 -0.0688 -1.99 -0.76 -0.24 -0.680
H -1.4335 -3.8293 -7.3547 0.16 -0.55 0.29 0.417
S 2.2293 3.0384 4.6327 -2.06 1.84 0.46 1.055
H -0.0698 0.1434 0.2471 0.85 -0.92 -0.40 0.477
H -1.3157 1.1917 9.8767 0.24 0.04 0.30 0.366
O -1.0261 -7.1656 6.3905 -0.70 -0.67 0.10 -0.645
F -4.6324 -5.7011 6.3549 -0.18 0.33 -0.36 -0.222
O 1.7270 -7.6684 -2.1247 0.50 -0.76 -0.60 -0.593
F -4.2219 -7.7845 6.4102 -0.29 -0.73 -1.03 -0.216
H -8.5940 7.2283 8.0629 -0.35 -0.11 -0.58 0.367
H 4.3363 -5.5085 -2.6881 -0.62 0.13 -0.06 0.338
C -4.5963 -5.8451 -4.5861 0.13 0.50 -0.95 -1.070
H 6.4711 1.6652 -1.2267 -0.34 -0.02 0.53 0.362
H -3.9891 -7.8297 -6.7346 -0.03 0.02 0.01 0.298
C -8.3611 5.7001 3.4937 1.30 -1.04 0.54 -1.172
C 6.7495 -7.7268 -3.0716 0.35 0.84 -1.67 -0.914
H 3.7224 -7.5304 6.2623 0.08 0.18 0.48 0.439
H -6.4498 -7.6828 -8.5328 -0.11 0.10 -0.07 0.340
H 6.8211 2.2992 -5.8030 0.14 0.05 0.07 0.544
H 3.2307 10.6289 -4.2271 -0.13 0.26 -0.21 0.359
C -6.4698 -6.7178 -3.0883 1.20 1.18 0.31 -0.590
H -10.1571 5.9297 4.7246 0.23 0.21 0.19 0.276
H -1.9904 -0.3648 12.3174 0.11 0.53 -0.33 0.383
O -0.1686 2.1177 -7.9797 0.81 1.37 0.24 -0.665
H 5.4503 -7.6969 5.7941 0.07 -0.25 0.39 0.407
H -2.9171 -2.3492 -6.5536 0.30 0.00 0.10 0.353
C 5.6130 1.3888 -1.8394 -0.05 -0.35 -0.02 -1.286
H 9.8443 2.6194 -6.4480 -0.19 -0.12 -0.29 0.484
H 6.4121 -4.0820 -1.6249 -0.04 0.25 -0.22 0.390
F 1.7769 -10.3532 -3.4871 0.54 -0.47 1.18 -0.241
F 1.0064 4.4991 -5.2739 -0.54 0.76 -0.27 -0.210
C -6.1004 -5.7657 -4.2017 0.76 0.72 -1.32 -0.524
H 4.6937 9.1777 -0.4008 -0.46 0.29 -0.37 0.464
O -1.7880 -4.9295 6.6381 -0.35 0.97 -0.05 -0.670
H -6.3629 -4.7352 -3.9624 0.17 0.14 0.26 0.538
C -1.3212 -0.5337 -1.4646 0.24 1.16 -0.37 -0.689
C 3.7693 1.8781 4.7568 -0.84 1.02 0.63 0.561
H -5.6866 -7.7618 -6.1883 0.46 0.02 0.61 0.004
H 8.2737 -7.8974 -5.2828 -0.28 0.41 -0.28 0.367
H -5.4843 -3.5097 -6.3559 0.15 0.09 -0.06 0.413
C 4.4192 -7.6950 5.4405 -0.18 -0.95 0.97 -0.633
H -6.0288 -5.2624 -1.4474 -0.62 -0.06 -0.06 0.350
H -6.5256 2.4822 6.0804 -0.40 0.37 0.04 0.355
N -0.9565 -1.8323 0.7335 0.71 -0.86 0.28 0.036
H -1.1484 6.4978 -2.0778 0.09 0.30 -0.06 0.320
O 1.0535 1.7174 -5.9737 0.08 0.57 0.76 -0.664
H -6.9277 4.8158 6.5464 0.33 0.26 -0.10 0.670
H 5.2048 8.4296 1.7803 -0.08 0.26 -0.43 0.345
H -0.5475 -1.9091 11.2846 0.26 -0.50 -0.16 0.447
H 6.4080 4.8743 -5.6298 0.25 -0.40 0.05 0.429
F 3.3506 0.6038 4.5606 0.65 0.52 0.73 -0.209
C 5.1350 -9.5543 3.8298 -0.79 0.71 0.38 -1.349
H -10.9864 6.9516 0.6777 -0.21 -0.20 -0.07 0.375
H -7.5577 -6.6707 -3.0409 0.09 -0.54 0.31 0.374
H -9.3325 6.8560 0.9781 0.31 -0.06 0.27 0.326
C 7.2156 -5.2346 -3.1905 1.65 -0.63 -1.31 -0.460
C -5.9296 4.9792 4.1311 -1.50 -0.25 -0.24 -0.586
H -5.7765 -2.0421 10.0602 -0.08 -0.10 -0.04 0.336
F 4.4546 2.0362 5.9514 -0.99 -0.79 -1.71 -0.228
C 1.6383 -10.4420 -2.1148 -1.62 0.40 -1.53 0.525
F 0.3596 5.2140 -7.2878 -0.32 -0.18 1.25 -0.225
H -6.1364 -5.7030 -7.1132 0.36 0.66 0.22 0.461
N 7.1366 -6.5365 -4.0167 -2.33 -0.41 -2.09 -0.134
H 1.7067 7.2695 0.5579 0.38 -0.06 0.05 0.600
O -0.4726 -8.7823 -2.3507 2.00 -0.22 0.46 -0.628
H -5.9364 -9.1909 -7.8694 0.54 -0.12 -0.32 0.412
H 9.9559 2.5084 -3.2098 -0.62 -0.05 -0.46 0.244
C -2.6709 -0.4555 11.4708 -0.50 -0.82 -0.56 -0.897
C 8.4466 3.6227 -7.9197 0.84 -0.64 0.84 -0.744
C -3.3844 -3.1716 -7.0952 -1.19 3.17 0.84 -0.660
H 3.5416 9.7719 2.8309 0.03 0.18 -0.10 0.412
C -7.7164 3.3910 4.3920 0.45 0.37 1.11 -0.815
H 7.8566 5.8858 -5.9242 0.01 -0.16 1.28 0.299
H -6.1507 -6.9978 -0.9848 0.11 0.29 0.25 0.395
H -11.7003 6.4221 2.8791 -0.05 -0.63 -0.06 0.462
H 6.0346 -7.3426 -5.6759 0.48 0.42 -0.57 0.414
H -4.8355 -8.1859 -8.9762 -0.19 -0.61 -0.17 0.363
C -1.0362 6.0763 -1.0789 0.28 0.36 -0.36 -1.192
H -0.0664 -0.8215 -2.9539 -0.16 0.16 -0.04 0.282
C -4.1043 -1.8505 9.0982 1.43 -0.10 -0.14 -0.494
C 2.4364 9.8818 -1.5386 0.13 -0.17 -0.05 -0.682
C 7.5507 2.4983 -5.0181 1.52 1.66 0.84 -1.026
H 3.9846 7.1890 1.7466 0.12 -0.08 -0.32 0.358
H 2.6819 -8.7241 3.4523 -0.21 1.11 -0.43 0.335
H 6.5754 4.6848 -8.0353 0.12 0.28 -0.17 0.358
C -1.2140 -2.1859 10.4678 -0.02 1.23 0.06 -0.932
H -2.2458 -4.9481 -5.3620 -0.21 -0.22 0.33 0.449
H 10.1233 4.3161 -6.6219 -0.32 0.32 -0.09 0.418
H 6.1303 -5.4678 -5.6849 0.04 -0.36 0.05 0.363
H -1.8510 -3.0048 10.8022 -0.46 0.47 -0.16 0.377
C 2.4274 9.8922 -4.2217 1.25 0.05 1.31 -1.422
H -3.6723 -2.6343 -7.9988 -0.72 -0.56 -0.09 0.312
C 0.0594 8.2832 -0.2799 -1.39 -0.22 -1.08 -0.442
H -1.6596 0.1708 0.4991 -0.73 -0.42 0.03 0.389
N 8.3703 3.8175 -5.4286 0.05 -0.11 -0.90 0.346
H 1.7538 7.3232 -1.2094 -0.01 0.02 0.17 0.409
C 4.1966 8.2099 1.4291 -1.57 0.22 -0.18 -0.658
C -6.4218 2.7282 5.0236 -1.56 -0.45 -0.71 -0.661
H 2.0231 -8.7762 4.9515 -0.57 -0.04 0.38 0.276
O 1.1565 2.6186 5.5743 2.22 -0.06 -0.61 -0.644
H 4.1723 -5.0641 5.6299 0.28 0.44 0.12 0.336
H 2.6150 9.2313 -5.0680 -0.14 -0.13 0.17 0.400
H 0.3247 -3.6235 0.9412 -0.25 0.35 0.31 0.408
```
Positions in Å, forces in eV/Å.